[1]
{
  "formula": "C5H34N2O11",
  "method": "ωB97M-V/def2-TZVPD",
  "charge": 0,
  "smiles": "NCCNCCCO.O.O.O.O.O.O.O.O.O.O",
  "relative_energy_ev": 3.718,
  "elements": ["N", "C", "C", "N", "C", "C", "C", "O", "H", "H", "H", "H", "H", "H", "H", "H", "H", "H", "H", "H", "H", "H", "O", "H", "H", "O", "H", "H", "O", "H", "H", "O", "H", "H", "O", "H", "H", "O", "H", "H", "O", "H", "H", "O", "H", "H", "O", "H", "H", "O", "H", "H"],
  "xyz": [[-3.2711, 0.5821, 1.3193], [-2.7727, -0.7735, 1.4194], [-1.6457, -1.0149, 2.5239], [-0.8191, 0.2189, 2.5882], [0.1425, 0.2559, 1.4167], [0.9409, 1.5081, 1.5165], [1.7884, 1.8038, 0.2048], [1.3876, 0.8606, -0.7475], [-3.9579, 0.9082, 1.9787], [-2.5555, 1.2406, 1.0887], [-3.6600, -1.3832, 1.5917], [-2.3348, -1.0716, 0.4436], [-2.2433, -0.9701, 3.4604], [-1.3148, -2.0466, 2.3294], [-0.3327, 0.2311, 3.5037], [-0.4190, 0.2593, 0.4620], [0.6915, -0.7147, 1.4880], [1.7405, 1.5192, 2.2874], [0.2283, 2.2917, 1.8433], [2.8044, 1.6675, 0.5809], [1.6141, 2.8017, -0.2356], [0.9230, 0.9904, -1.5681], [-0.2622, 3.1583, -1.8142], [-0.9861, 2.5073, -1.9091], [-0.3005, 3.5997, -0.9657], [0.9757, -2.5572, 3.0227], [0.6971, -2.0777, 2.2504], [1.4319, -2.0293, 3.6720], [-1.1375, -4.6675, -0.1232], [-0.4070, -4.2974, -0.6116], [-1.0303, -4.8889, 0.7952], [2.4520, -0.7463, -3.1147], [2.6773, 0.1762, -2.9846], [2.9423, -1.4597, -2.7053], [-0.0053, -2.1008, -0.5376], [0.8189, -1.6636, -0.7800], [-0.3582, -2.0478, -1.4537], [-1.5109, 3.8173, 0.8650], [-1.6851, 2.8660, 0.8525], [-2.3604, 4.1447, 1.2098], [2.5276, 2.2698, -2.9556], [3.0181, 2.5462, -2.1715], [1.6115, 2.5231, -2.7927], [-2.1230, 1.2161, -1.5372], [-2.3796, 0.7712, -0.7155], [-2.0287, 0.5223, -2.1994], [-0.1859, -0.8980, -2.8467], [-0.5244, -0.6961, -3.7256], [0.7730, -0.7847, -3.1159], [3.7192, -2.6381, -1.3230], [3.5730, -2.3191, -0.4291], [3.1329, -3.4105, -1.3512]],
  "forces_ev_per_a": [[-0.27, -0.34, -1.12], [0.80, 0.09, 0.15], [-3.20, 1.70, 0.02], [0.75, -1.55, -0.64], [-0.96, -1.07, 1.72], [1.34, 1.51, 0.07], [-2.31, 0.49, 0.21], [1.48, -2.39, 0.52], [0.35, -0.05, 0.17], [0.10, 0.33, 0.72], [0.33, -0.42, 0.08], [-0.35, 0.08, 0.39], [0.60, -0.52, -0.21], [0.82, 0.58, 0.29], [-0.11, 0.04, -1.04], [0.20, -0.18, 0.72], [0.16, 1.21, -0.87], [-0.80, -0.44, 0.13], [0.46, -0.09, -0.55], [0.31, -0.10, -1.07], [0.35, -0.13, 0.71], [-0.22, 1.36, 0.09], [0.69, -0.20, -1.13], [0.12, 0.49, 0.78], [-0.60, -0.05, 0.24], [0.11, -1.63, 0.47], [0.11, 0.53, -0.04], [0.06, 0.61, -0.22], [-1.74, -0.65, -0.94], [0.62, 0.29, 0.93], [0.97, 0.28, 0.16], [-1.49, -0.33, -1.39], [0.84, 0.19, 0.57], [0.77, 0.49, 0.71], [0.29, -0.28, -1.06], [0.43, 0.38, 0.67], [-0.51, -0.17, 0.65], [-0.77, -0.22, 0.29], [0.37, 0.14, -0.07], [0.50, 0.22, -0.22], [0.38, -0.24, -0.26], [-0.21, -0.02, -0.13], [-0.21, 0.38, 0.18], [-0.22, -0.14, -0.06], [-0.26, -0.01, -0.30], [0.12, -0.14, 0.20], [0.57, 0.78, -1.50], [-0.84, -0.22, -0.05], [0.13, -0.47, 1.07], [-0.48, -0.46, -0.07], [0.13, 0.30, 0.19], [0.26, 0.08, -0.16]],
  "lowdin_charge": [-0.0068, -0.2521, -0.2120, -0.0668, -0.2405, -0.1518, -0.2223, -0.1182, 0.0781, 0.0105, 0.1089, 0.0910, 0.1135, 0.0958, 0.1146, 0.0992, 0.0878, 0.1111, 0.0975, 0.1097, 0.1054, 0.0464, -0.0627, 0.0083, 0.0101, -0.0466, -0.0327, 0.0387, -0.0599, -0.0011, 0.0244, -0.0393, 0.0224, 0.0195, -0.0795, 0.0173, 0.0299, -0.0453, 0.0071, 0.0666, -0.0415, 0.0495, 0.0142, -0.0377, 0.0130, 0.0485, -0.0861, 0.0651, 0.0238, -0.0376, 0.0507, 0.0622]
}

[2]
{
  "formula": "C36H50FN4O5",
  "method": "ωB97M-V/def2-TZVPD",
  "charge": 1,
  "elements": ["C", "C", "O", "N", "C", "C", "C", "C", "C", "C", "O", "N", "C", "C", "C", "C", "C", "C", "C", "C", "C", "C", "C", "C", "C", "C", "C", "C", "O", "N", "C", "C", "F", "C", "O", "H", "H", "H", "H", "H", "H", "H", "H", "H", "H", "H", "H", "H", "H", "H", "H", "H", "H", "H", "H", "H", "H", "H", "H", "H", "H", "H", "H", "H", "H", "H", "H", "C", "C", "C", "C", "C", "C", "N", "O", "C", "C", "C", "H", "H", "H", "H", "H", "H", "H", "H", "H", "H", "H", "H", "H", "H", "H", "H", "H", "H"],
  "xyz": [[-6.3174, -2.1154, -3.3973], [-6.2020, -0.9410, -2.4259], [-7.1159, -0.6942, -1.6712], [-4.9734, -0.2256, -2.4654], [-5.0289, 1.0213, -1.6924], [-3.8611, -1.1044, -2.1483], [-3.6401, -1.6478, -0.8842], [-4.5337, -1.3448, 0.3186], [-4.1354, -0.0911, 1.1309], [-3.0942, -0.4052, 2.2065], [-3.3675, -0.4593, 3.3831], [-1.7759, -0.5992, 1.6926], [-0.7788, -0.7607, 2.7090], [0.1180, 0.2441, 2.9538], [1.0877, 0.0442, 3.9073], [1.1263, -1.1284, 4.5983], [0.2205, -2.1317, 4.3716], [-0.7393, -1.9287, 3.4218], [-2.6010, -2.5269, -0.6545], [-1.8128, -2.8555, -1.6978], [-2.0078, -2.3116, -2.9617], [-3.0178, -1.4381, -3.2213], [-3.1838, -0.8943, -4.6256], [-2.1598, 0.2717, -4.8298], [-2.6111, 1.5880, -4.2211], [-1.4538, 2.6219, -4.2666], [-3.8245, 2.2133, -4.9631], [-0.9393, -2.9194, -3.8728], [-0.4480, -2.4675, -4.8781], [-0.6039, -4.1251, -3.1998], [-1.1761, -5.3768, -3.6543], [-2.6795, -5.5201, -3.4422], [-2.8977, -5.7562, -2.0798], [-0.6238, -3.8095, -1.8049], [0.1597, -4.2006, -0.9797], [-5.5361, -2.0915, -4.1572], [-7.2763, -1.9866, -3.9015], [-6.2906, -3.0718, -2.8754], [-5.3751, 1.8368, -2.3295], [-5.6347, 0.9629, -0.7890], [-4.0135, 1.2798, -1.3949], [-4.4175, -2.1926, 1.0018], [-5.5764, -1.3456, 0.0048], [-5.0069, 0.2622, 1.6851], [-3.7522, 0.7348, 0.5346], [-1.5458, 0.1923, 1.1021], [0.0410, 1.1648, 2.3854], [1.7943, 0.8534, 4.0542], [1.8955, -1.2641, 5.3525], [0.2733, -3.0632, 4.9174], [-1.4935, -2.6759, 3.2045], [-2.4321, -2.9776, 0.3140], [-2.9787, -1.6448, -5.3881], [-4.1894, -0.4821, -4.7075], [-1.2454, -0.0345, -4.3089], [-1.9163, 0.3532, -5.8928], [-2.8170, 1.4448, -3.1592], [-0.7645, 2.4510, -3.4318], [-1.8343, 3.6356, -4.1220], [-0.9245, 2.5745, -5.2210], [-3.5831, 3.2332, -5.2716], [-4.0650, 1.6785, -5.8853], [-4.7003, 2.3009, -4.3189], [-0.7053, -6.2362, -3.1717], [-0.9932, -5.5152, -4.7257], [-3.0405, -6.4161, -3.9529], [-3.2677, -4.6476, -3.7329], [6.3658, 2.6086, 5.5572], [5.9466, 1.6605, 4.3996], [7.1701, 1.1110, 3.6297], [7.7883, 2.0575, 2.6025], [6.7230, 2.6202, 1.6651], [5.5808, 3.3154, 2.4202], [4.9925, 2.3756, 3.4646], [4.2763, 1.5677, 2.9199], [6.1210, 4.6159, 3.0516], [4.5128, 3.7962, 1.4339], [5.2957, 0.4730, 5.1163], [6.2114, 3.6636, 5.3495], [5.7737, 2.4181, 6.4510], [7.4134, 2.4740, 5.8198], [6.8702, 0.2004, 3.1003], [7.9273, 0.8049, 4.3494], [8.3314, 2.8608, 3.1044], [8.5292, 1.5119, 2.0157], [7.1754, 3.3314, 0.9752], [6.3226, 1.8072, 1.0492], [5.3593, 5.1056, 3.6600], [6.4097, 5.3119, 2.2672], [7.0093, 4.4709, 3.6615], [4.1236, 2.9925, 0.8090], [4.9392, 4.5383, 0.7645], [3.6761, 4.2614, 1.9576], [4.3660, 0.7651, 5.6076], [5.9753, 0.0990, 5.8790], [5.0775, -0.3572, 4.4440]],
  "forces_ev_per_a": [[0.27, 0.62, -0.15], [-0.14, -1.06, -0.12], [0.30, 0.58, -0.42], [-0.83, -0.18, 1.29], [0.54, 0.34, -0.05], [0.16, 0.09, -0.99], [-1.12, 0.58, 1.07], [0.54, -0.32, -0.33], [0.01, -0.12, 0.71], [-0.20, 0.34, -0.20], [0.20, -0.39, -0.54], [-0.48, 0.53, 1.08], [-0.63, 0.25, -0.89], [-0.03, 0.34, -0.42], [0.25, 1.14, -0.52], [1.34, -0.26, 1.28], [-0.06, -0.41, 0.19], [-0.84, -0.91, -0.29], [0.24, -0.24, 0.57], [1.71, -0.38, -0.66], [1.37, -0.51, -0.03], [-0.49, 0.48, -0.91], [0.42, 1.10, 0.51], [-0.12, -0.75, 0.58], [0.30, 1.18, -0.74], [-0.14, -0.31, 0.51], [0.23, 0.02, 0.19], [-1.27, 0.74, 0.02], [-0.55, -0.86, 0.60], [1.79, -0.24, -0.30], [-0.27, -0.64, -0.75], [0.28, -0.44, 0.41], [-0.12, 0.29, 0.05], [-0.97, -0.10, 0.54], [-0.88, 0.13, -0.58], [-0.01, -0.09, 0.11], [-0.02, -0.22, 0.13], [-0.11, 0.09, 0.07], [-0.24, -0.14, 0.09], [-0.16, -0.09, -0.18], [-0.02, 0.01, -0.10], [-0.21, 0.02, -0.09], [0.00, 0.38, 0.19], [0.06, 0.06, -0.10], [-0.08, -0.12, -0.18], [-0.05, -0.31, -0.42], [0.12, 0.06, 0.08], [0.12, -0.17, 0.33], [-0.04, -0.06, -0.02], [-0.04, 0.03, 0.05], [0.11, -0.08, 0.05], [-0.09, 0.12, 0.05], [-0.20, -0.16, 0.18], [0.02, -0.20, -0.34], [0.10, 0.04, -0.31], [-0.08, 0.25, 0.08], [-0.31, -0.16, -0.08], [0.21, -0.14, -0.32], [-0.01, -0.06, -0.10], [0.05, 0.06, 0.09], [-0.03, -0.06, 0.01], [-0.18, -0.13, 0.21], [-0.10, -0.24, -0.22], [0.15, 0.27, 0.17], [0.17, 0.29, 0.08], [0.03, 0.16, -0.18], [0.07, 0.00, -0.02], [-0.09, 0.57, -0.10], [0.55, 0.46, 3.84], [0.09, 0.20, -1.52], [-0.12, 0.17, 0.22], [0.37, -1.31, 0.43], [-0.05, 3.87, -0.33], [2.32, -4.36, -3.95], [-1.24, 1.28, 1.22], [0.17, -0.16, 0.58], [-0.60, -0.82, 0.02], [-0.73, -0.26, -0.78], [0.12, -0.02, -0.13], [0.00, -0.17, -0.07], [-0.01, -0.06, -0.07], [-0.24, 0.05, 0.08], [-0.25, 0.10, 0.30], [-0.02, 0.03, -0.04], [-0.01, -0.02, 0.03], [-0.27, 0.27, 0.11], [-0.17, 0.04, 0.08], [0.00, 0.00, -0.02], [-0.12, -0.13, -0.14], [-0.04, -0.04, 0.03], [-0.02, -0.03, 0.09], [0.19, 0.00, 0.13], [0.02, 0.00, 0.00], [0.03, 0.03, 0.01], [0.13, 0.21, -0.03], [-0.05, 0.06, -0.03]],
  "lowdin_charge": [0.0308, -0.4595, 0.0856, -0.0342, -0.0443, -0.1170, -0.1121, -0.0878, -0.0900, -0.4355, 0.1111, 0.1220, -0.2641, -0.0315, -0.1066, -0.1098, -0.0636, -0.0192, 0.0322, -0.0705, -0.0480, -0.0973, -0.1028, -0.1642, -0.4062, -0.0801, -0.0526, -0.3149, 0.1519, 0.0141, -0.1084, -0.1541, -0.0511, -0.3181, 0.1537, 0.0622, 0.0931, 0.0934, 0.0858, 0.0844, 0.0780, 0.1260, 0.1064, 0.1285, 0.0950, 0.1325, 0.1151, 0.0839, 0.1012, 0.1152, 0.1285, 0.1327, 0.1197, 0.0952, 0.1090, 0.1263, 0.1011, 0.0713, 0.0687, 0.0825, 0.0674, 0.0815, 0.0557, 0.1370, 0.1352, 0.1233, 0.1172, 0.0006, -0.4199, -0.1046, -0.1506, -0.1066, -0.4371, 0.0915, 0.2125, -0.0240, -0.0157, -0.0241, 0.0659, 0.0932, 0.1042, 0.1359, 0.1397, 0.1173, 0.1328, 0.1441, 0.1402, 0.1045, 0.1041, 0.0745, 0.0942, 0.1046, 0.1048, 0.1009, 0.1115, 0.0943]
}

| no. | E_LUMO (eV) |
| --- | --- |
| 1 | 0.17 |
| 2 | -7.00 |